#one
The following is a DFT calculation (ωB97M-V/def2-TZVPD) of the molecule C4H8N2.

Its HOMO-LUMO gap (spin up / spin down) is 4.303 / 8.685 eV. For the HOMO energy (spin up / spin down), the calculation gives -3.50 / -12.18 eV. The spin multiplicity is 3.

Last column: Mulliken charge in e.
Element x y z (Å)
C: -0.48551 -1.87310 -0.80104  -0.589
C: -1.85095 0.04177 -0.05638  -1.102
C: 1.86462 0.23141 0.22903  -1.357
C: -0.39101 -0.61608 -0.05292  0.569
N: -0.54933 -2.85401 -1.42681  -0.360
N: 0.68519 0.14001 -0.56043  -0.842
H: -2.41580 -0.53909 -0.91291  0.368
H: -1.67924 1.07710 -0.44331  0.449
H: -2.24952 0.02581 0.95062  0.312
H: 2.40150 -0.75152 0.08320  0.313
H: 2.43394 1.04093 -0.23657  0.786
H: 1.63303 0.56185 1.28713  0.357
H: -0.08944 -0.97781 0.88993  0.191
H: 0.25128 1.00784 -1.01446  0.905

=====

#two
The following is a DFT calculation (ωB97M-V/def2-TZVPD) of the molecule C4H8N2.

Its HOMO-LUMO gap (spin up / spin down) is 7.548 / 8.987 eV. For the HOMO energy (spin up / spin down), the calculation gives -6.57 / -10.79 eV. The spin multiplicity is 3.

Last column: Mulliken charge in e.
Element x y z (Å)
C: -0.79787 -0.51389 0.78066  1.230
C: -1.83792 -0.61463 -0.37635  -1.128
C: 1.56414 0.36126 -0.12870  -0.946
C: 0.70291 -0.68233 0.53784  -0.700
N: -1.07950 -1.43554 2.01402  -0.536
N: -1.15056 -0.21070 2.12234  -0.413
H: -1.30462 -0.59211 -1.35815  0.288
H: -2.68148 0.01630 -0.38604  0.369
H: -2.14870 -1.65747 -0.29645  0.348
H: 1.10698 0.69187 -1.09805  0.263
H: 2.51830 -0.08762 -0.38813  0.315
H: 1.61147 1.18638 0.67682  0.273
H: 1.13804 -0.96786 1.53644  0.362
H: 0.64972 -1.68577 -0.04419  0.275

=====

Which structure loses on stability? #one does.

=====

#one
The following is a DFT calculation (ωB97M-V/def2-TZVPD) of the molecule C5H7Cl.

Its HOMO-LUMO gap is 9.848 eV. For the HOMO energy, the calculation gives -8.70 eV. The spin multiplicity is 1.

Last column: Mulliken charge in e.
Element x y z (Å)
Cl: 3.65338 0.18750 -0.17392  -0.198
C: 2.16896 -0.49521 0.34785  -0.386
C: 0.98846 0.13145 0.00411  -0.457
C: -0.39598 -0.25621 0.36375  0.031
C: -1.41657 0.83128 0.13858  -0.621
C: -1.47589 -0.36782 -0.71205  -0.667
H: 2.16842 -1.31887 0.95760  0.427
H: 1.21624 0.88112 -0.60495  0.422
H: -0.36653 -0.97177 1.23759  0.314
H: -1.17935 1.74577 -0.18920  0.313
H: -2.22601 0.82135 0.92593  0.211
H: -2.22962 -1.02197 -0.72194  0.329
H: -0.90551 -0.16663 -1.57333  0.281

=====

#two
The following is a DFT calculation (ωB97M-V/def2-TZVPD) of the molecule C5H7Cl.

Its HOMO-LUMO gap is 9.686 eV. For the HOMO energy, the calculation gives -8.87 eV. The spin multiplicity is 1.

Last column: Mulliken charge in e.
Element x y z (Å)
C: -1.56601 -1.85214 -1.11705  -0.742
C: -0.64986 -1.39900 -0.28299  -0.206
C: -0.05553 -0.11501 -0.26387  0.650
Cl: -0.32476 0.91541 -1.72790  -0.265
C: 0.62630 0.47321 0.68424  -0.228
C: 1.28104 1.81186 0.73123  -1.221
H: -1.77793 -1.52776 -2.10363  0.270
H: -2.08080 -2.76657 -0.86820  0.247
H: -0.64145 -1.90448 0.69994  0.207
H: 0.80073 -0.00229 1.65226  0.281
H: 2.18727 1.61305 1.35670  0.277
H: 0.73432 2.44269 1.38707  0.318
H: 1.46666 2.31103 -0.14780  0.411

=====

#three
The following is a DFT calculation (ωB97M-V/def2-TZVPD) of a cluster of 2 separate species, C5H7Cl in total.

Its HOMO-LUMO gap is 9.639 eV. For the HOMO energy, the calculation gives -8.86 eV. The spin multiplicity is 1.

Last column: Mulliken charge in e.
Element x y z (Å)
C: -1.14562 0.71313 0.60994  -0.656
C: -1.14784 1.89565 -0.08849  -0.220
C: -1.48625 0.75960 -0.77758  0.088
H: -0.95320 2.89850 -0.23039  0.357
H: -1.61674 0.26872 -1.72706  0.342
C: 1.63023 -1.68165 0.58220  -0.943
C: 1.63941 -0.20599 0.97663  -0.022
Cl: 1.94316 1.04834 -0.29449  -0.246
H: 2.53455 -2.20286 0.94181  0.289
H: 1.35492 -1.81322 -0.48362  0.281
H: 0.73737 -2.17136 1.09092  0.285
H: 2.51326 0.01636 1.64559  0.321
H: 0.57252 0.02322 1.27158  0.124

=====

#four
The following is a DFT calculation (ωB97M-V/def2-TZVPD) of the molecule C5H7Cl.

Its HOMO-LUMO gap is 10.772 eV. For the HOMO energy, the calculation gives -9.94 eV. The spin multiplicity is 1.

Last column: Mulliken charge in e.
Element x y z (Å)
C: -2.68027 -1.41204 0.80859  -0.118
C: -1.57135 -0.89134 0.54763  -0.451
C: -0.35438 -0.70343 -0.22053  -0.478
C: 0.57087 0.45377 0.37994  -0.609
C: 1.54180 1.03528 -0.58550  -0.492
Cl: 2.58912 2.27136 0.08914  -0.204
H: -3.61885 -1.77686 1.01319  0.420
H: 0.10417 -1.67052 -0.22957  0.304
H: -0.60747 -0.41365 -1.22739  0.318
H: -0.06190 1.28362 0.74071  0.348
H: 0.94705 -0.05758 1.20945  0.338
H: 2.17652 0.33859 -1.05593  0.360
H: 0.96470 1.54280 -1.46972  0.264

=====

Which structure loses on stability? #three does.

=====

#one
The following is a DFT calculation (ωB97M-V/def2-TZVPD) of the molecule C5H7Cl.

Its HOMO-LUMO gap is 10.252 eV. For the HOMO energy, the calculation gives -9.13 eV. The spin multiplicity is 1.

Last column: Mulliken charge in e.
Element x y z (Å)
C: 2.49887 -1.19160 0.19509  -0.676
C: 2.48092 0.03988 -0.16882  -0.264
C: 1.36185 1.06202 0.08254  -0.291
C: 0.13867 0.31775 -0.26882  -0.384
C: -1.08555 0.58285 0.22495  -0.319
Cl: -2.50520 -0.37436 -0.04334  -0.197
H: 3.51456 -1.60325 0.14530  0.275
H: 1.61747 -1.71882 0.70646  0.272
H: 3.24673 0.49544 -0.75238  0.287
H: 1.37339 1.48286 1.16217  0.279
H: 1.64847 1.81945 -0.61838  0.258
H: 0.11811 -0.50662 -0.99884  0.408
H: -1.29889 1.52969 0.70274  0.351

=====

#two
The following is a DFT calculation (ωB97M-V/def2-TZVPD) of the molecule C5H7Cl.

Its HOMO-LUMO gap is 10.794 eV. For the HOMO energy, the calculation gives -9.65 eV. The spin multiplicity is 1.

Last column: Mulliken charge in e.
Element x y z (Å)
C: -1.14522 0.70288 0.10764  -1.463
C: 0.12958 -0.03449 0.46813  0.211
C: 0.47427 -1.16641 -0.54975  -0.422
C: 1.91072 -1.25982 -0.11109  0.275
Cl: 3.17745 -1.91576 -1.23324  -0.212
C: 1.33681 0.07030 -0.41288  -0.579
H: -1.16728 0.83618 -0.90826  0.389
H: -1.36403 1.68015 0.47543  0.384
H: -2.00222 0.05788 0.56259  0.271
H: 0.15832 -0.16704 1.59969  0.237
H: -0.23657 -1.52222 -1.37643  0.284
H: 2.04084 -1.29987 1.03836  0.244
H: 1.52802 0.81734 -1.05438  0.381

=====

Which structure loses on stability? #two does.

=====

#one
The following is a DFT calculation (ωB97M-V/def2-TZVPD) of a cluster of 5 separate species, C2H14O4S in total.

Its HOMO-LUMO gap is 9.780 eV. For the HOMO energy, the calculation gives -9.32 eV. The spin multiplicity is 1.

Last column: Mulliken charge in e.
Element x y z (Å)
C: 1.83942 1.28502 0.36820  -0.820
C: 0.76498 1.16791 1.47545  -0.367
S: -0.75398 2.14102 1.12047  -0.296
H: 1.37377 1.72292 -0.52702  0.222
H: 2.17466 0.29543 0.11825  0.252
H: 2.55704 2.08576 0.56947  0.348
H: 0.38607 0.15911 1.52415  0.217
H: 1.17113 1.57846 2.39175  0.351
H: -0.17601 3.35212 1.20783  0.129
O: 1.23079 -3.44419 2.13532  -0.633
H: 0.90160 -3.50438 1.21169  0.365
H: 1.21116 -4.32948 2.47461  0.297
O: -0.81879 0.89612 -2.03248  -0.628
H: -0.66174 1.45948 -2.79630  0.314
H: -1.05039 1.55547 -1.36246  0.275
O: -0.13425 -3.12976 -0.50194  -0.686
H: -0.07045 -3.88662 -1.08318  0.327
H: 0.52405 -2.53139 -0.84448  0.330
O: -3.66192 1.23593 -2.10359  -0.644
H: -3.79514 1.36744 -1.16185  0.304
H: -3.01200 0.52363 -2.18388  0.343

=====

#two
The following is a DFT calculation (ωB97M-V/def2-TZVPD) of a cluster of 5 separate species, C2H14O4S in total.

Its HOMO-LUMO gap is 8.729 eV. For the HOMO energy, the calculation gives -8.45 eV. The spin multiplicity is 1.

Last column: Mulliken charge in e.
Element x y z (Å)
C: -1.21216 0.14948 0.77701  -0.184
S: -0.11441 1.24210 1.68753  -0.125
C: 1.43037 0.67182 0.99525  -0.813
H: -0.60397 -0.30257 -0.07260  -0.218
H: -1.99945 0.82810 0.39150  0.252
H: -1.65764 -0.68937 1.33402  0.309
H: 1.89758 1.18661 0.09238  0.279
H: 2.19614 0.64334 1.76850  0.384
H: 1.49143 -0.44426 0.69508  0.210
O: 0.67478 0.28167 -1.98932  -0.569
H: 0.40558 0.96836 -1.39024  0.268
H: 1.03046 0.67980 -2.78824  0.278
O: -0.79437 -2.69715 -1.90547  -0.641
H: -0.96140 -2.29137 -2.76042  0.311
H: -0.18510 -2.05974 -1.56407  0.275
O: 0.06768 2.86438 -1.14840  -0.586
H: -0.05966 3.48577 -0.40607  0.309
H: -0.40672 3.42874 -1.79583  0.254
O: -0.10374 -3.38693 0.93925  -0.618
H: 0.41676 -3.23502 1.68463  0.293
H: 0.20255 -3.49548 0.00878  0.332

=====

Which structure loses on stability? #two does.

=====

#one
The following is a DFT calculation (ωB97M-V/def2-TZVPD) of the ion C5H13NO3P with charge -1.

Its total charge is -1. Its HOMO-LUMO gap is 7.981 eV. For the HOMO energy, the calculation gives -4.39 eV. The spin multiplicity is 1.

Last column: Mulliken charge in e.
Element x y z (Å)
C: 2.48532 -1.64290 -0.85354  -0.493
O: 1.54489 -2.42593 -0.20123  -0.410
P: 0.70434 -1.48732 0.86310  0.808
O: -0.19050 -2.44219 1.62638  -0.803
O: 1.57611 -0.52301 1.55526  -0.679
N: -0.24120 -0.58002 -0.40525  -0.306
C: -0.84991 0.68762 -0.01159  1.587
C: -2.00219 1.01807 -0.90245  -1.936
C: -1.32670 0.61003 1.46708  -1.659
C: 0.25974 1.68577 -0.12374  -1.395
H: 3.33894 -1.62165 -0.33774  0.252
H: 2.03509 -0.68335 -1.19260  0.105
H: 2.69434 -2.08068 -1.86354  0.245
H: -0.73319 -1.15431 -1.10465  0.241
H: -2.31121 1.99388 -0.73613  0.476
H: -1.67209 0.93888 -1.96647  0.390
H: -2.78573 0.24429 -0.67561  0.413
H: -0.54564 0.03380 2.05972  0.345
H: -2.13526 0.11700 1.66545  0.558
H: -1.59036 1.66790 1.71745  0.350
H: -0.16857 2.75168 -0.14036  0.383
H: 1.07409 1.41421 0.64441  0.296
H: 0.83972 1.47824 -1.08394  0.234

=====

#two
The following is a DFT calculation (ωB97M-V/def2-TZVPD) of the ion C5H13NO3P with charge -1.

Its total charge is -1. Its HOMO-LUMO gap is 8.222 eV. For the HOMO energy, the calculation gives -4.45 eV. The spin multiplicity is 1.

Last column: Mulliken charge in e.
Element x y z (Å)
C: 2.31313 -1.53011 -0.59663  -1.231
C: 1.76334 -0.15142 -0.12949  -0.566
C: 0.43183 -0.19764 0.62998  0.422
C: 0.20610 1.07680 1.39424  -1.578
C: -0.69462 -0.37504 -0.47047  -0.352
N: -0.43847 0.61910 -1.45025  -0.847
P: -2.44278 -0.17182 0.29626  0.859
O: -2.45588 -0.31423 1.77331  -0.755
O: -3.31840 -0.88926 -0.60597  -0.771
O: -2.62284 1.46490 0.07612  -0.564
H: 1.65861 -2.21946 -1.09340  0.308
H: 2.60032 -2.12171 0.28713  0.324
H: 3.12387 -1.25535 -1.32564  0.305
H: 1.62664 0.49014 -1.04023  0.353
H: 2.54815 0.21686 0.49487  0.381
H: 0.42886 -0.97874 1.43296  0.290
H: 0.16683 1.97903 0.80324  0.303
H: 1.03661 1.16577 2.19732  0.402
H: -0.74893 0.96574 2.04932  0.358
H: -0.79918 -1.36240 -0.81228  0.453
H: -0.62059 1.54593 -0.92168  0.279
H: -1.16031 0.53998 -2.12627  0.337
H: -2.60229 1.50293 -0.86245  0.287

=====

Which structure loses on stability? #one does.

=====

#one
The following is a DFT calculation (ωB97M-V/def2-TZVPD) of a cluster of 2 separate species, C6H5FNO2 in total.

Its total charge is -1. Its HOMO-LUMO gap is 7.993 eV. For the HOMO energy, the calculation gives -4.49 eV. The spin multiplicity is 1.

Last column: Mulliken charge in e.
Element x y z (Å)
C: -1.51339 0.94135 -1.15184  -0.708
C: -0.18666 1.55350 -1.42489  -0.445
C: -1.26766 -0.03126 -0.18233  -0.076
C: 0.72586 0.85117 -0.70670  -0.374
C: -0.22361 -1.65956 1.76001  0.233
C: 0.60556 -1.02618 0.88555  0.215
N: 0.05154 -0.08560 0.04138  0.162
O: -1.07577 -1.81229 2.58956  -0.568
O: 0.22008 -2.39752 0.72904  -0.400
F: 3.55574 0.43037 0.24266  -0.928
H: -2.36947 1.50202 -1.49644  0.347
H: -0.09091 2.23775 -2.24231  0.383
H: -1.91573 -0.67193 0.44105  0.218
H: 1.81776 0.99016 -0.61784  0.377
H: 1.66665 -0.82198 1.13308  0.563

=====

#two
The following is a DFT calculation (ωB97M-V/def2-TZVPD) of the ion C6H5FNO2 with charge -1.

Its total charge is -1. Its HOMO-LUMO gap is 6.640 eV. For the HOMO energy, the calculation gives -3.33 eV. The spin multiplicity is 1.

Last column: Mulliken charge in e.
Element x y z (Å)
C: 0.96912 0.83922 -0.73191  -0.487
C: 3.12728 -0.27633 -0.60673  -0.231
C: 0.68352 -2.05421 0.49771  -0.319
C: 4.47973 0.15412 0.15038  0.601
C: 0.04440 0.37963 0.36792  -0.772
C: -0.30991 -1.05805 -0.01148  -0.169
N: 2.16956 0.42994 -0.71559  0.139
O: 4.51476 -0.35860 1.23073  -0.619
O: 5.17392 0.88679 -0.53040  -0.667
F: 1.04504 -2.92878 -0.48974  -0.129
H: 0.47493 1.48124 -1.46072  0.340
H: 0.52555 0.60663 1.28834  0.392
H: -0.74537 1.10899 0.36948  0.288
H: -0.52190 -1.09561 -1.19259  0.235
H: -1.23010 -1.24325 0.41782  0.397

=====

Which structure loses on stability? #two does.